Below is a 13-piece molecular cluster, C74H186N12O26 overall in a non-equilibrium geometry, with properties calculated with ωB97M-V with the def2-TZVPD basis set.

ORCA input file:
```
! RIJCOSX wB97M-V def2-TZVPD def2/J DEFGRID3
* xyz 0 1
C -4.18 1.45 6.74
C -3.41 0.94 5.51
O -3.96 -0.25 5.01
O -4.12 0.43 7.72
H -5.24 1.61 6.46
H -3.70 2.37 7.11
H -2.37 0.84 5.79
H -3.54 1.64 4.66
H -3.97 -0.91 5.71
H -4.75 0.54 8.43
C 0.71 -5.12 0.68
O 2.00 -5.68 0.65
C 2.95 -4.68 0.45
C 4.34 -5.26 0.20
N 4.79 -6.34 1.14
C 4.61 -6.03 2.50
C 5.05 -7.21 3.39
O 4.42 -8.45 3.02
C 3.02 -8.35 3.39
H 0.62 -4.29 1.42
H 0.02 -5.93 0.89
H 0.41 -4.79 -0.33
H 3.08 -4.04 1.36
H 2.63 -4.07 -0.40
H 5.00 -4.38 0.31
H 4.46 -5.59 -0.85
H 4.14 -7.12 0.99
H 3.59 -5.67 2.70
H 5.28 -5.18 2.76
H 4.72 -6.95 4.41
H 6.14 -7.37 3.32
H 2.46 -9.19 2.96
H 2.58 -7.42 3.02
H 2.86 -8.37 4.46
C -5.53 -1.57 -2.95
O -6.29 -0.40 -2.89
C -5.58 0.81 -2.68
C -6.47 1.99 -2.50
N -7.29 1.81 -1.36
C -7.83 3.10 -0.94
C -9.05 2.80 -0.14
O -9.49 3.95 0.54
C -10.25 3.62 1.68
H -4.77 -1.51 -3.73
H -6.15 -2.43 -3.12
H -5.04 -1.83 -2.02
H -4.95 0.91 -3.55
H -5.05 0.71 -1.73
H -7.08 2.11 -3.41
H -5.80 2.86 -2.40
H -6.80 1.41 -0.56
H -8.07 3.77 -1.75
H -7.20 3.64 -0.22
H -8.67 2.06 0.59
H -9.90 2.32 -0.68
H -10.63 4.58 2.04
H -9.63 3.07 2.41
H -11.19 3.11 1.41
C 7.25 0.65 -3.72
O 6.18 0.78 -2.82
C 5.68 -0.48 -2.38
C 4.68 -0.20 -1.33
N 5.27 0.46 -0.17
C 4.21 0.93 0.71
C 4.75 1.70 1.97
O 5.16 0.83 3.01
C 5.58 1.65 4.06
H 7.37 1.64 -4.18
H 6.95 0.10 -4.60
H 8.15 0.22 -3.31
H 6.47 -1.02 -1.88
H 5.31 -1.10 -3.20
H 4.13 -1.06 -0.98
H 3.89 0.36 -1.79
H 5.91 1.19 -0.46
H 3.53 0.14 0.98
H 3.54 1.63 0.24
H 3.96 2.31 2.42
H 5.57 2.39 1.67
H 5.93 1.09 4.94
H 4.76 2.26 4.45
H 6.42 2.29 3.69
C 1.86 2.03 5.06
O 0.55 2.36 5.41
C 0.27 3.74 5.21
C -0.99 4.12 5.87
N -1.17 5.57 5.69
C -0.38 6.46 6.61
C -1.13 7.80 6.66
O -2.42 7.56 7.24
C -3.18 8.74 7.41
H 2.58 2.50 5.76
H 2.18 2.38 4.08
H 1.94 0.97 5.30
H 0.21 3.96 4.13
H 1.13 4.31 5.61
H -0.92 3.89 6.93
H -1.86 3.57 5.50
H -2.12 5.84 5.83
H 0.64 6.50 6.23
H -0.30 6.07 7.64
H -1.20 8.27 5.69
H -0.57 8.52 7.29
H -2.78 9.37 8.21
H -4.15 8.44 7.76
H -3.22 9.35 6.46
C -2.16 -2.98 2.17
O -2.82 -4.02 1.55
C -4.08 -3.65 0.92
C -4.70 -4.87 0.30
N -3.93 -5.46 -0.80
C -3.75 -4.60 -1.98
C -2.74 -5.21 -2.97
O -1.50 -5.21 -2.29
C -0.48 -5.81 -3.03
H -2.78 -2.61 3.00
H -1.92 -2.17 1.47
H -1.18 -3.27 2.51
H -3.91 -2.90 0.13
H -4.67 -3.19 1.71
H -5.69 -4.47 -0.06
H -4.96 -5.61 1.09
H -2.99 -5.53 -0.43
H -3.39 -3.60 -1.68
H -4.70 -4.41 -2.51
H -2.70 -4.66 -3.93
H -2.97 -6.26 -3.11
H 0.32 -6.06 -2.32
H -0.11 -5.22 -3.85
H -0.79 -6.76 -3.46
C -2.96 3.18 -1.09
O -4.17 3.53 -0.39
C -3.95 3.65 0.99
C -3.65 2.21 1.61
N -4.74 1.36 1.31
C -4.55 -0.05 1.68
C -5.91 -0.77 1.71
O -6.30 -0.89 0.36
C -7.53 -1.45 0.15
H -3.16 3.25 -2.16
H -2.66 2.13 -0.93
H -2.11 3.83 -0.84
H -4.84 4.12 1.46
H -3.05 4.28 1.12
H -3.46 2.32 2.69
H -2.71 1.80 1.17
H -4.98 1.37 0.33
H -4.16 -0.09 2.72
H -3.87 -0.48 0.95
H -6.69 -0.21 2.27
H -5.81 -1.78 2.09
H -8.23 -1.06 0.89
H -7.58 -2.51 0.39
H -7.92 -1.30 -0.85
C 7.42 4.32 -0.60
O 6.49 5.01 0.18
C 7.00 5.83 1.13
C 5.91 6.26 2.09
N 5.28 5.09 2.70
C 4.34 5.44 3.83
C 3.01 6.04 3.31
O 2.44 5.09 2.42
C 1.20 5.55 1.81
H 8.02 4.94 -1.28
H 6.92 3.65 -1.32
H 8.16 3.75 -0.08
H 7.49 6.77 0.76
H 7.77 5.29 1.76
H 5.11 6.90 1.67
H 6.41 6.85 2.88
H 4.66 4.72 1.97
H 4.81 6.20 4.46
H 4.11 4.50 4.33
H 3.09 7.01 2.81
H 2.35 6.19 4.21
H 1.29 6.55 1.40
H 0.47 5.43 2.59
H 0.95 5.00 0.90
C -5.43 -5.75 -5.58
O -4.55 -5.18 -6.55
C -4.77 -3.77 -6.86
C -3.45 -3.30 -7.57
N -2.33 -3.54 -6.57
C -0.99 -3.31 -7.23
C -0.46 -4.49 -7.97
O -0.27 -5.61 -7.00
C 1.01 -5.59 -6.49
H -5.50 -5.15 -4.65
H -4.99 -6.67 -5.21
H -6.40 -5.96 -5.99
H -4.81 -3.22 -5.93
H -5.62 -3.60 -7.52
H -3.59 -2.24 -7.78
H -3.26 -3.75 -8.55
H -2.37 -4.53 -6.34
H -0.31 -3.04 -6.41
H -1.13 -2.45 -7.90
H 0.53 -4.30 -8.40
H -1.09 -4.86 -8.79
H 1.77 -5.80 -7.25
H 0.99 -6.34 -5.70
H 1.28 -4.64 -6.04
C -0.24 -1.86 5.49
O 0.94 -1.44 4.75
C 1.13 -2.02 3.49
C 2.52 -1.90 2.94
N 3.45 -2.89 3.35
C 3.79 -3.00 4.73
C 4.70 -1.95 5.36
O 4.90 -2.15 6.71
C 5.54 -1.02 7.25
H -0.14 -2.89 5.81
H -1.13 -1.80 4.85
H -0.43 -1.17 6.31
H 0.41 -1.52 2.78
H 0.84 -3.10 3.43
H 2.79 -0.87 3.19
H 2.31 -1.97 1.87
H 4.26 -2.96 2.73
H 4.17 -4.00 4.87
H 2.82 -2.98 5.24
H 4.23 -0.96 5.17
H 5.66 -1.93 4.82
H 4.96 -0.16 6.90
H 6.48 -0.88 6.76
H 5.74 -1.08 8.33
C -1.92 -1.69 -3.69
O -0.73 -1.77 -2.89
C -0.94 -1.52 -1.51
C 0.37 -1.32 -0.77
N 1.06 -0.17 -1.33
C 0.50 1.20 -0.97
C 0.58 1.57 0.53
O -0.46 0.93 1.24
C -0.40 1.20 2.63
H -1.87 -2.27 -4.59
H -2.15 -0.64 -3.96
H -2.78 -2.07 -3.13
H -1.55 -2.36 -1.13
H -1.49 -0.56 -1.39
H 0.87 -2.28 -0.78
H 0.14 -1.12 0.32
H 1.16 -0.20 -2.33
H -0.49 1.37 -1.45
H 1.11 1.92 -1.50
H 0.41 2.65 0.60
H 1.59 1.39 0.88
H -1.09 0.49 3.07
H -0.76 2.17 2.92
H 0.60 0.96 3.03
C 4.95 -6.22 -5.12
O 4.00 -5.43 -4.45
C 4.12 -4.04 -4.79
C 3.19 -3.27 -3.87
N 3.03 -1.91 -4.31
C 1.82 -1.74 -5.16
C 1.84 -0.29 -5.63
O 1.74 0.54 -4.46
C 1.87 1.89 -4.77
H 4.75 -6.21 -6.19
H 4.86 -7.27 -4.84
H 5.98 -5.87 -4.88
H 3.80 -3.86 -5.83
H 5.17 -3.73 -4.68
H 3.64 -3.30 -2.89
H 2.24 -3.79 -3.79
H 2.97 -1.25 -3.52
H 0.86 -1.98 -4.68
H 1.99 -2.35 -6.02
H 0.99 -0.14 -6.32
H 2.80 -0.11 -6.08
H 1.00 2.32 -5.32
H 2.75 2.14 -5.40
H 1.90 2.38 -3.81
C 3.64 3.25 -2.07
O 2.46 4.01 -2.23
C 2.63 5.27 -2.72
C 1.33 5.98 -2.86
N 0.50 5.22 -3.75
C -0.90 5.61 -3.85
C -1.59 4.70 -4.85
O -1.56 3.43 -4.24
C -2.01 2.43 -5.13
H 4.32 3.68 -1.32
H 4.17 3.06 -3.00
H 3.33 2.28 -1.68
H 3.16 5.23 -3.68
H 3.28 5.87 -2.03
H 1.61 6.93 -3.33
H 0.90 6.10 -1.83
H 0.52 4.25 -3.45
H -1.05 6.62 -4.25
H -1.39 5.62 -2.85
H -0.97 4.68 -5.78
H -2.61 5.01 -5.18
H -1.59 2.62 -6.12
H -3.08 2.49 -5.32
H -1.73 1.39 -4.83
*
```

relative energy (zero: lowest compared OMol25 entry of this formula, charge and spin): 0.00 kcal per mole
molecular weight: 1660.36 Da
Kohn-Sham gap: 8.794 eV
max |F|: 2.7 eV Å⁻¹
E_HOMO: -8.304 eV